# C28H33MnN8O3S2

A molecular structure, C28H33MnN8O3S2 (ωB97M-V/def2-TZVPD, the Open Molecules 2025 dataset).

XYZ file:
```
75
C28H33MnN8O3S2 (ωB97M-V/def2-TZVPD)
Mn -0.6333 -0.7054 0.0873
C -4.3700 2.3877 -2.0965
C -3.6904 1.8282 -3.3481
N -2.2560 2.0863 -3.4134
C -1.7967 3.2086 -4.2192
C -1.7977 4.5426 -3.4726
C -1.3624 1.4395 -2.6022
S -1.9530 -0.0271 -1.8429
N -0.1464 1.9220 -2.5794
C 0.8576 1.5059 -1.8335
O 0.6570 0.6825 -0.7215
C 2.2242 1.8254 -1.9460
C 2.6686 2.9802 -2.5510
C 3.9506 3.5954 -2.4310
C 5.0867 3.0834 -1.9163
C 5.3293 1.6454 -1.5565
C 2.9522 0.7613 -1.1304
H -5.4361 2.1539 -2.1155
H -4.2511 3.4699 -2.0389
H -3.9386 1.9419 -1.2022
H -4.1333 2.2824 -4.2348
H -3.8596 0.7516 -3.4001
H -2.4423 3.2668 -5.0980
H -0.7839 2.9871 -4.5476
H -2.8128 4.8518 -3.2198
H -1.3432 5.3210 -4.0880
H -1.2190 4.4412 -2.5551
H 1.8893 3.5602 -3.0350
H 3.9820 4.6337 -2.7493
H 5.9456 3.7402 -1.8252
H 6.3278 1.5537 -1.1281
H 2.9102 -0.1684 -1.7195
C 0.1098 -4.8474 2.8943
N 1.2579 -3.9849 2.7127
C 2.1430 -3.6208 3.7098
C 2.9270 -2.6448 3.2204
N 2.5188 -2.3934 1.9206
C 1.4906 -3.2372 1.5922
S 0.7308 -3.4384 0.1092
C 2.8622 -1.2099 1.1721
C 4.1757 -0.8026 1.1940
C 4.8161 0.2148 0.3959
C 4.3530 0.9332 -0.6473
C 1.9173 0.5733 -0.0155
N 1.7902 -0.6562 0.6409
H 0.4201 -5.8168 3.2838
H -0.3626 -4.9714 1.9241
H -0.6022 -4.3864 3.5820
H 2.1356 -4.0893 4.6780
H 3.7127 -2.0806 3.6870
H 4.8481 -1.4095 1.7882
H 5.8730 0.3336 0.6212
H 5.3418 1.0717 -2.4983
H 1.9830 1.4205 0.6835
N 0.4596 -0.5848 3.3223
C -0.7941 -0.1998 2.9500
O -0.9154 0.4144 1.8470
C -1.8621 -0.4875 3.8337
C -1.6386 -1.3846 4.8947
N -1.4215 -2.1685 5.7195
C -3.1511 0.0591 3.6741
N -4.2106 0.5128 3.5910
H 0.5741 -1.2556 4.0649
H 1.1348 -0.5801 2.5689
C -3.3584 -3.6582 1.0086
C -3.0978 -2.3399 0.2881
C -4.1804 -1.3110 0.6194
O -1.8194 -1.8998 0.6498
H -4.3285 -4.0547 0.7068
H -3.3585 -3.4914 2.0877
H -2.5825 -4.3831 0.7581
H -3.1198 -2.5332 -0.7968
H -4.3105 -1.2238 1.6971
H -5.1302 -1.6007 0.1646
H -3.8864 -0.3357 0.2317
```

As for the electronic energy: -100626.723 eV. The value obtained for the relative energy (zero: lowest compared OMol25 entry of this formula, charge and spin) is 91.54 kJ/mol. The net charge is -1. For the molecular weight, the calculation gives 648.70 g/mol. As for the expectation value of S²: 8.9387. The spin multiplicity is 6. The calculation puts the gap between HOMO and LUMO (alpha / beta) at 0.1542 / 0.2401 hartree.

# C28H33N2O3

A gas-phase ion, C28H33N2O3 (charge +1) at a distorted geometry (ωB97M-V/def2-TZVPD, the Open Molecules 2025 dataset).

XYZ file:
```
66
C28H33N2O3 (ωB97M-V/def2-TZVPD)
O -1.8213 -1.4014 1.3024
C -2.5941 -1.0033 0.4385
C -3.8982 -1.6277 0.1898
C -4.4617 -2.4260 1.1886
C -5.6833 -3.0354 0.9862
C -6.3472 -2.8695 -0.2202
C -5.7844 -2.0974 -1.2257
C -4.5672 -1.4752 -1.0268
H -4.1214 -0.8942 -1.8206
H -6.2971 -1.9836 -2.1687
H -7.3011 -3.3484 -0.3806
H -6.1188 -3.6431 1.7644
H -3.9267 -2.5447 2.1190
C -2.2135 0.1829 -0.3692
C -3.0936 1.2412 -0.5858
C -2.6454 2.4064 -1.1709
C -1.3116 2.5426 -1.5604
C -0.4479 1.4564 -1.4178
C -0.8978 0.2998 -0.8137
H -0.2410 -0.5530 -0.7080
H 0.5676 1.5128 -1.7799
O -0.9521 3.7504 -2.0735
C 0.3453 4.2335 -1.8119
C 0.5229 4.5469 -0.3224
H 1.4377 5.1332 -0.1669
H -0.3380 5.1316 0.0240
O 0.5962 3.3232 0.3950
C 0.3781 3.4278 1.7831
C 0.1900 2.0077 2.3304
N 1.1326 1.0523 1.7085
H 0.9257 1.0768 0.6963
C 0.9103 -0.3296 2.2011
C 1.8561 -1.3004 1.5040
N 3.2233 -0.9009 1.7567
C 3.4557 0.4079 1.1905
C 2.5549 1.4205 1.8927
H 2.7280 2.4124 1.4783
H 2.7688 1.4197 2.9631
H 4.4959 0.6887 1.3629
H 3.2679 0.4403 0.1010
C 4.2223 -1.9010 1.3862
C 4.2868 -2.1877 -0.0945
C 5.1415 -1.4635 -0.9176
C 5.1681 -1.6919 -2.2824
C 4.3359 -2.6463 -2.8426
C 3.4854 -3.3776 -2.0308
C 3.4617 -3.1497 -0.6657
H 2.8085 -3.7377 -0.0365
H 2.8438 -4.1325 -2.4596
H 4.3586 -2.8275 -3.9061
H 5.8445 -1.1290 -2.9078
H 5.8059 -0.7284 -0.4851
H 5.1877 -1.5335 1.7415
H 3.9789 -2.8114 1.9376
H 1.6910 -2.2945 1.9204
H 1.6242 -1.3404 0.4251
H -0.1260 -0.6324 2.0126
H 1.1086 -0.3384 3.2737
H 0.3309 2.0039 3.4124
H -0.8190 1.6588 2.0999
H -0.5285 4.0104 1.9935
H 1.2222 3.9384 2.2694
H 0.4273 5.1585 -2.3849
H 1.1228 3.5385 -2.1448
H -3.3101 3.2416 -1.3231
H -4.1176 1.1647 -0.2533
```

As for the electronic energy: -38688.296 eV. Its structure (SMILES) is O=C(c1ccccc1)c1ccc(OCCOCC[NH+]2CCN(Cc3ccccc3)CC2)cc1. The net charge is +1. For the molecular weight, the calculation gives 445.58 g/mol. The calculation puts the gap between HOMO and LUMO at 0.3315 hartree.